10
Properties=species:S:1:pos:R:3:forces:R:3 method="wB97M-V/def2-TZVPD" de_lowest_ev=6.081 homo_lumo_gap_ev=8.763 lumo_energy_ev=-1.5 smiles="[H]/N=c1/nnc(=O)o[nH]1"
H -1.647684 -2.007589 0.061752 -0.02 0.65 -0.87
N -1.880078 -1.089352 -0.378705 4.22 2.17 -0.06
C -0.760244 -0.374436 -0.570708 -1.56 -1.33 1.17
N -0.798463 1.042605 -0.822552 -0.72 -0.08 0.04
N -0.044523 1.795355 -0.197694 0.50 -0.28 0.79
C 0.928620 1.246996 0.787229 2.30 0.91 3.08
O 1.361309 1.871198 1.821989 -2.42 -3.80 -6.03
O 1.513562 0.000121 0.298380 -1.94 1.82 0.68
N 0.626270 -0.737557 -0.667341 -0.67 -1.75 1.71
H 0.701230 -1.747340 -0.332350 0.31 1.68 -0.53